# 1
14
Properties=species:S:1:pos:R:3:forces:R:3:mulliken_charge:R:1 method="wB97M-V/def2-TZVPD" total_energy_ha=-432.68819 gap_ha="0.253 / 0.252"
C 1.700 1.990 -0.183 0.54 -0.47 -0.20 0.02
C 1.305 -0.038 -0.094 -1.16 1.46 0.54 0.57
C 0.615 -1.222 0.107 1.55 -7.10 -0.83 -0.43
C -0.628 -0.518 0.590 -1.21 -0.30 0.28 0.51
C -1.855 -0.627 -0.286 0.09 -0.08 0.10 -1.26
N 2.266 0.815 -0.433 0.64 -0.17 -0.28 -0.54
N 0.434 1.946 0.298 -1.43 0.33 0.54 -0.96
N 0.207 0.678 0.352 2.14 1.14 -0.69 0.83
O 1.081 -3.293 -0.160 -1.22 5.00 0.66 -0.50
H 2.202 2.922 -0.347 0.03 0.24 0.00 0.45
H -0.859 -0.666 1.647 0.10 -0.03 -0.06 0.26
H -2.587 0.125 0.000 -0.05 0.02 0.02 0.35
H -2.288 -1.615 -0.157 -0.03 -0.05 0.00 0.35
H -1.593 -0.497 -1.333 0.01 0.01 -0.08 0.34

***

# 2
52
Properties=species:S:1:pos:R:3:forces:R:3:mulliken_charge:R:1 method="wB97M-V/def2-TZVPD" total_energy_ha=-4155.98812 gap_ha=0.289 charge=+2
Au 0.433 1.211 -0.423 0.16 0.02 -0.14 0.48
C 3.773 5.469 -2.378 0.00 0.00 0.00 -1.38
C 2.582 5.012 -1.588 0.01 0.00 0.00 0.47
C 1.759 5.896 -0.898 0.00 0.00 0.00 -0.26
C 0.659 5.442 -0.176 0.02 -0.01 -0.01 -0.65
C 0.438 4.090 -0.188 0.03 0.00 -0.02 0.72
Br -1.002 3.249 0.732 -0.07 0.07 0.07 -0.16
N 1.202 3.212 -0.835 -0.10 -0.05 0.03 -0.50
C 2.259 3.662 -1.522 -0.01 -0.02 -0.02 -0.22
H 3.899 6.547 -2.305 0.00 0.00 0.00 0.37
H 3.661 5.210 -3.431 0.00 0.00 0.00 0.35
H 4.684 4.995 -2.013 0.00 0.00 0.00 0.36
H 1.975 6.956 -0.917 0.00 0.00 0.00 0.42
H 0.014 6.115 0.369 -0.01 0.00 -0.01 0.45
H 2.858 2.917 -2.030 0.00 0.01 0.00 0.53
C -0.040 -1.300 5.144 0.00 0.00 0.00 -0.52
C -0.451 -0.110 4.556 -0.01 0.01 0.00 -0.69
C -0.573 -0.026 3.179 0.02 0.00 0.00 -0.39
C -0.279 -1.144 2.402 -0.04 -0.04 0.00 0.77
C 0.129 -2.341 2.983 0.02 0.02 0.01 -0.43
C 0.248 -2.411 4.364 -0.01 0.00 0.00 -0.69
Sb -0.513 -1.094 0.332 -0.06 -0.05 -0.06 1.68
C 0.390 -2.770 -0.521 0.05 0.10 0.00 0.52
C 1.722 -3.061 -0.230 0.02 -0.07 0.04 -0.38
C 2.309 -4.174 -0.813 -0.02 0.01 0.01 -0.81
C 1.570 -4.977 -1.673 -0.01 0.01 0.00 -0.51
C 0.242 -4.681 -1.952 0.00 -0.02 -0.01 -0.67
C -0.359 -3.571 -1.378 -0.02 -0.03 -0.02 -0.62
C -2.505 -0.968 -0.262 0.02 0.04 0.00 0.54
C -2.796 -0.721 -1.603 -0.01 0.00 0.02 -0.39
C -4.122 -0.666 -2.002 -0.02 -0.01 0.01 -0.71
C -5.136 -0.851 -1.069 0.01 0.00 -0.01 -0.50
C -4.836 -1.090 0.265 0.00 0.00 0.00 -0.66
C -3.512 -1.149 0.680 0.01 -0.02 0.02 -0.61
H 0.054 -1.361 6.220 0.00 0.00 0.00 0.42
H -0.677 0.750 5.172 0.00 0.00 0.00 0.42
H -0.899 0.904 2.726 0.00 -0.01 0.01 0.12
H 0.348 -3.213 2.379 0.01 0.00 -0.01 0.42
H 0.562 -3.336 4.829 0.00 0.00 0.00 0.42
H 2.301 -2.443 0.447 -0.02 -0.02 -0.02 0.55
H 3.340 -4.415 -0.594 0.00 0.00 0.00 0.43
H 2.032 -5.844 -2.126 0.00 0.00 0.00 0.42
H -0.329 -5.316 -2.615 0.00 0.00 0.00 0.44
H -1.398 -3.348 -1.592 0.00 0.01 0.00 0.42
H -2.008 -0.582 -2.336 0.00 0.00 0.00 0.43
H -4.366 -0.483 -3.040 0.00 0.00 0.00 0.42
H -6.169 -0.809 -1.387 0.00 0.00 0.00 0.42
H -5.630 -1.236 0.984 0.00 0.00 0.00 0.42
H -3.279 -1.342 1.721 0.00 0.01 0.00 0.43
F 2.749 -0.378 -1.181 0.07 0.04 -0.04 -0.06
B 1.553 -0.075 -1.603 0.01 -0.01 0.03 0.01
F 1.131 -0.348 -2.806 -0.04 0.02 0.12 -0.08

***

# 3
52
Properties=species:S:1:pos:R:3:forces:R:3:lowdin_spin:R:1 method="wB97M-V/def2-TZVPD" total_energy_ha=-1914.81173 multiplicity=4 gap_ha="0.247 / 0.243"
Ti 0.088 0.251 -0.780 1.04 0.13 -0.59 2.94
F 3.038 0.864 -2.564 -1.11 -0.26 0.66 0.00
C -1.649 7.313 -0.054 0.93 0.03 -0.27 0.00
C -0.724 6.111 -0.293 -0.75 -0.56 0.00 0.00
O -1.230 5.027 -0.515 0.60 0.42 0.04 0.01
C 0.792 6.298 -0.171 -0.28 -0.18 0.33 0.00
H -2.666 7.178 -0.422 0.18 -0.41 0.20 0.00
H -1.251 8.211 -0.527 0.16 0.09 0.09 0.00
H -1.620 7.468 1.024 -0.26 0.18 0.08 0.00
H 1.052 6.944 0.667 -0.17 0.45 -0.20 0.00
H 1.184 6.701 -1.105 0.00 0.19 0.06 0.00
H 1.326 5.373 0.044 -0.41 -0.26 -0.32 0.00
C -0.904 -1.076 -6.117 1.79 1.69 -0.12 0.00
C -1.881 -1.769 -5.293 -1.73 0.53 0.57 0.00
O -2.193 -1.441 -4.162 0.44 -0.34 -0.46 0.01
C -2.542 -2.851 -6.066 -0.59 -0.61 0.66 0.00
H -0.433 -0.279 -5.542 0.23 -0.12 0.04 0.00
H -1.346 -0.574 -6.978 -0.33 -0.26 -0.07 0.00
H -0.137 -1.745 -6.507 0.01 -0.05 0.03 0.00
H -3.018 -2.468 -6.968 0.43 0.01 -0.18 0.00
H -3.331 -3.331 -5.487 0.29 -0.25 0.08 0.00
H -1.690 -3.497 -6.278 -0.47 -0.58 -0.48 0.00
C 2.504 3.377 4.525 0.29 -1.00 -1.18 0.00
C 2.516 2.000 3.778 -3.41 -0.09 -1.04 0.00
O 1.599 1.729 2.962 2.40 0.91 2.05 0.01
C 3.612 0.998 4.013 -0.10 1.10 -0.53 0.00
H 1.660 3.975 4.184 -0.04 -0.25 0.11 0.00
H 3.411 3.871 4.176 0.15 0.22 0.25 0.00
H 2.529 3.310 5.613 0.06 -0.21 -0.09 0.00
H 3.535 0.305 3.175 0.26 -0.26 0.40 0.00
H 3.576 0.544 5.004 -0.10 -0.06 -0.12 0.00
H 4.515 1.604 3.939 0.44 -0.39 0.07 0.00
C 2.471 -5.781 -0.356 -0.22 0.78 1.40 0.00
C 1.750 -4.722 -1.138 -1.72 1.25 0.16 0.00
O 1.005 -3.871 -0.636 1.33 -1.45 -0.21 0.01
C 1.914 -4.718 -2.626 0.82 -0.56 0.21 0.00
H 1.948 -6.737 -0.336 0.26 -0.17 -0.74 0.00
H 2.417 -5.486 0.692 0.14 0.18 0.10 0.00
H 3.526 -5.803 -0.632 -0.17 -0.50 -0.21 0.00
H 2.811 -5.276 -2.895 0.31 0.35 -0.09 0.00
H 1.970 -3.672 -2.927 -0.31 -0.29 -0.50 0.00
H 1.139 -5.340 -3.072 -0.48 0.55 -0.10 0.00
C -1.868 -2.188 3.864 -0.51 0.14 -0.61 0.00
C -3.111 -1.725 3.025 0.86 0.58 0.01 0.00
O -3.012 -1.323 1.875 0.09 -0.59 1.20 0.01
C -4.445 -1.715 3.766 0.71 -0.63 -0.47 0.00
H -1.529 -1.333 4.450 -0.03 0.15 0.00 0.00
H -1.031 -2.520 3.251 -0.19 0.21 -0.27 0.00
H -2.070 -2.989 4.575 -0.37 0.06 -0.06 0.00
H -5.228 -1.699 3.009 -0.12 0.05 0.32 0.00
H -4.540 -0.896 4.479 0.14 0.17 -0.21 0.00
H -4.441 -2.631 4.357 -0.47 -0.07 0.00 0.00

***

What did the first record say?
14
Properties=species:S:1:pos:R:3:forces:R:3:mulliken_charge:R:1 method="wB97M-V/def2-TZVPD" total_energy_ha=-432.68819 gap_ha="0.253 / 0.252"
C 1.700 1.990 -0.183 0.54 -0.47 -0.20 0.02
C 1.305 -0.038 -0.094 -1.16 1.46 0.54 0.57
C 0.615 -1.222 0.107 1.55 -7.10 -0.83 -0.43
C -0.628 -0.518 0.590 -1.21 -0.30 0.28 0.51
C -1.855 -0.627 -0.286 0.09 -0.08 0.10 -1.26
N 2.266 0.815 -0.433 0.64 -0.17 -0.28 -0.54
N 0.434 1.946 0.298 -1.43 0.33 0.54 -0.96
N 0.207 0.678 0.352 2.14 1.14 -0.69 0.83
O 1.081 -3.293 -0.160 -1.22 5.00 0.66 -0.50
H 2.202 2.922 -0.347 0.03 0.24 0.00 0.45
H -0.859 -0.666 1.647 0.10 -0.03 -0.06 0.26
H -2.587 0.125 0.000 -0.05 0.02 0.02 0.35
H -2.288 -1.615 -0.157 -0.03 -0.05 0.00 0.35
H -1.593 -0.497 -1.333 0.01 0.01 -0.08 0.34